(1)
C31H22IrN2O4S as an isolated structure, computed with ωB97M-V with the def2-TZVPD basis set.

## Properties
highest occupied orbital energy (spin up / spin down) = -0.279 / -0.279 hartree
E_tot = -57347.8016 eV
multiplicity = 2
frontier orbital gap (spin up / spin down) = 5.6 / 4.5 eV
energy relative to the best compared isomer or geometry (same formula, charge and spin) = 1.11 kcal per mole

Last column: Löwdin spin population.
Positions of all 61 atoms, in Å:
Ir -0.6001 0.5017 0.9722  0.315
O 5.4927 -2.6663 0.0598  0.000
C 5.3111 -1.5298 -0.4021  0.000
O 6.0203 -0.7477 -1.0489  0.000
C 3.9122 -0.9715 -0.1236  0.000
C 2.9759 -0.8799 -1.1526  0.000
C 1.7165 -0.3917 -0.9003  0.000
N 1.3513 0.0448 0.3138  0.004
C 2.2551 -0.0051 1.3117  0.001
C 3.5186 -0.5153 1.1356  0.001
C 1.8011 0.5865 2.6245  0.003
O 2.5430 0.6907 3.5662  0.004
O 0.5642 1.0253 2.5913  0.086
H 3.2381 -1.1974 -2.1535  0.000
H 0.9701 -0.3398 -1.6800  0.000
H 4.1875 -0.5507 1.9851  0.000
C 1.6060 2.9337 0.1091  0.003
C 0.1782 3.3745 0.1279  0.020
C -0.0785 4.7103 -0.2655  -0.009
C -1.3351 5.2198 -0.2494  0.018
C -2.3908 4.4042 0.2047  -0.003
C -3.7161 4.8832 0.3024  0.063
C -4.7118 4.0806 0.7861  -0.005
C -4.4126 2.7738 1.1902  0.068
C -3.1287 2.2776 1.0937  0.007
S -2.7604 0.6689 1.6023  0.325
C -2.0851 3.0853 0.5874  0.003
N -0.8069 2.5617 0.5079  -0.011
H 2.2429 3.7757 -0.1477  0.000
H 1.7764 2.1445 -0.6185  0.001
H 1.9042 2.5673 1.0890  0.001
H 0.7615 5.3115 -0.5800  -0.001
H -1.5335 6.2387 -0.5578  0.001
H -3.9205 5.9006 -0.0055  0.003
H -5.7250 4.4488 0.8672  -0.002
H -5.1907 2.1355 1.5890  0.002
C 1.8963 -4.8718 1.6248  -0.002
C 1.1335 -4.3882 2.6780  0.000
C 0.1779 -3.4122 2.4500  -0.002
C -0.0325 -2.9099 1.1656  0.001
C 0.7321 -3.4092 0.1115  -0.002
C 1.6907 -4.3816 0.3428  0.000
C -0.9583 -1.7718 1.0093  -0.005
C -1.2501 -1.0278 -0.1022  0.082
C -1.4963 -1.3174 -1.4868  0.007
C -1.4036 -0.3008 -2.4425  0.008
C -1.6862 -0.5653 -3.7697  -0.001
C -2.0889 -1.8408 -4.1484  0.009
C -2.2171 -2.8511 -3.2017  0.000
C -1.9262 -2.5929 -1.8752  0.008
H 2.6650 -5.6110 1.8035  0.000
H 1.2987 -4.7534 3.6828  0.000
H -0.3935 -3.0119 3.2801  0.000
H 0.6125 -3.0129 -0.8899  0.000
H 2.3031 -4.7347 -0.4758  0.000
H -1.3962 -1.4452 1.9592  -0.001
H -1.1103 0.6930 -2.1230  0.001
H -1.6017 0.2192 -4.5094  0.000
H -2.3127 -2.0462 -5.1871  0.000
H -2.5452 -3.8373 -3.5012  0.000
H -2.0220 -3.3689 -1.1265  0.000

=====

(2)
C31H23AsF2MnNOS3 as an isolated structure, computed with ωB97M-V with the def2-TZVPD basis set.

## Properties
highest occupied orbital energy (spin up / spin down) = -0.163 / -0.181 hartree
E_tot = -166160.9478 eV
multiplicity = 6
frontier orbital gap (spin up / spin down) = 6.9 / 7.4 eV
charge = -1
energy relative to the best compared isomer or geometry (same formula, charge and spin) = 1.86 kcal per mole

Last column: Löwdin spin population.
Positions of all 63 atoms, in Å:
Mn 0.1390 1.0569 0.2598  4.652
F -4.6160 -0.6502 2.5899  0.000
C -3.3089 -0.8899 2.3289  0.001
C -2.6064 -0.0374 1.5024  0.016
C -1.2631 -0.2805 1.2112  0.028
C -0.6478 -1.4118 1.7940  0.011
C -1.4009 -2.2236 2.6362  0.000
F -0.8421 -3.2962 3.2686  0.000
C -2.7307 -1.9966 2.9193  0.007
C 0.7911 -1.6511 1.5096  0.009
C 1.4459 -2.8729 1.6912  0.001
C 2.7820 -2.9887 1.3543  0.005
C 3.4592 -1.8960 0.8361  0.001
C 2.7451 -0.7249 0.6655  0.010
N 1.4627 -0.6078 0.9966  0.041
H -3.1214 0.8275 1.0981  0.002
H -3.2809 -2.6476 3.5823  0.000
H 0.9099 -3.7254 2.0737  0.000
H 3.2888 -3.9368 1.4879  0.000
H 4.5010 -1.9491 0.5534  0.000
H 3.1925 0.1573 0.2204  0.001
S 1.4490 1.8490 -1.6456  0.043
C 2.0047 0.7498 -2.9032  0.011
C 3.0788 1.1797 -3.6978  0.004
C 3.5710 0.4055 -4.7316  0.001
C 3.0036 -0.8324 -5.0117  0.004
C 1.9396 -1.2732 -4.2415  0.001
C 1.4332 -0.5006 -3.1976  0.004
As 0.0070 -1.1296 -2.0357  0.031
C -1.4920 -0.0795 -2.7211  0.005
C -1.3755 0.8456 -3.7518  0.001
C -2.4855 1.5672 -4.1712  0.000
C -3.7187 1.3677 -3.5666  0.000
C -3.8404 0.4476 -2.5342  0.000
C -2.7294 -0.2676 -2.1106  0.003
C -0.4101 -2.8232 -2.9327  0.012
C 0.1277 -3.9826 -2.3802  0.001
C -0.1082 -5.2219 -2.9604  0.000
C -0.8999 -5.3146 -4.0963  0.000
C -1.4514 -4.1654 -4.6469  0.001
C -1.2070 -2.9266 -4.0691  0.002
H 3.5190 2.1448 -3.4800  0.000
H 4.4032 0.7702 -5.3225  0.000
H 3.3827 -1.4451 -5.8200  0.000
H 1.4925 -2.2358 -4.4576  0.000
H -0.4125 1.0150 -4.2179  0.000
H -2.3825 2.2952 -4.9666  0.000
H -4.5810 1.9374 -3.8906  0.000
H -4.7957 0.2968 -2.0467  0.000
H -2.8223 -0.9655 -1.2861  0.000
H 0.7352 -3.9141 -1.4832  0.000
H 0.3192 -6.1148 -2.5206  0.000
H -1.0921 -6.2800 -4.5480  0.000
H -2.0743 -4.2327 -5.5307  0.000
H -1.6392 -2.0336 -4.5052  0.000
C 0.0151 0.7236 4.3950  0.001
O 0.2215 1.4283 3.1753  0.012
C -0.3302 2.6477 3.0171  0.014
S -1.0710 3.4542 4.2613  0.014
S -0.1411 3.2389 1.4168  0.046
H 0.5194 -0.2316 4.2598  0.000
H -1.0505 0.5711 4.5697  0.000
H 0.4388 1.2727 5.2348  0.000

=====

(3)
C31H23AsNO6PdSe as an isolated structure at a distorted geometry, computed with ωB97M-V with the def2-TZVPD basis set.

## Properties
highest occupied orbital energy (spin up / spin down) = -0.155 / -0.155 hartree
E_tot = -175962.2268 eV
multiplicity = 1
frontier orbital gap (spin up / spin down) = 6.5 / 6.3 eV
charge = -1
energy relative to the best compared isomer or geometry (same formula, charge and spin) = 21.83 kcal per mole

Last column: Mulliken charge in e.
Positions of all 64 atoms, in Å:
Pd -1.2294 0.7664 -0.4104  0.412
O 0.1691 3.6429 4.7960  -0.548
C -0.2052 3.0063 3.6514  1.024
C -0.5944 3.7142 2.5162  -0.537
C -0.9506 2.9841 1.4005  -0.397
N -0.9292 1.6605 1.4234  0.774
C -0.5511 0.9675 2.4858  0.093
C -0.1835 1.6128 3.6499  -0.593
C -0.5526 -0.5547 2.2809  0.042
O -0.3947 -1.2618 3.2738  -0.776
O -0.6954 -0.9316 1.0684  -0.521
C -1.3417 3.5803 0.0511  0.359
O -1.5017 4.7861 -0.0570  -0.730
O -1.4539 2.7193 -0.9127  -0.562
H 0.1244 4.5917 4.6506  0.293
H -0.6228 4.7955 2.4708  0.441
H 0.1131 1.0420 4.5166  0.610
O 1.9568 0.9156 0.2350  -0.906
As 1.8523 -0.5427 -0.5091  1.438
C 3.3162 -0.7127 -1.7699  0.189
C 4.5271 -0.1263 -1.4203  -0.448
C 5.6233 -0.2396 -2.2625  -0.639
C 5.5133 -0.9393 -3.4567  -0.393
C 4.3044 -1.5201 -3.8101  -0.767
C 3.2053 -1.4054 -2.9690  -0.164
C 0.3541 -0.8184 -1.6822  -0.129
C -0.3132 -2.0395 -1.7703  0.146
C -1.1578 -2.2763 -2.8414  -1.020
C -1.3272 -1.3111 -3.8266  -0.507
C -0.6739 -0.0938 -3.7358  -1.046
C 0.1668 0.1612 -2.6579  0.613
C 2.1328 -2.0279 0.6723  0.443
C 2.3488 -1.7284 2.0085  -0.498
C 2.6282 -2.7516 2.9031  -0.658
C 2.6954 -4.0624 2.4603  -0.441
C 2.4899 -4.3577 1.1186  -0.795
C 2.2145 -3.3394 0.2199  -0.196
H 4.5996 0.4368 -0.4964  0.401
H 6.5625 0.2241 -1.9881  0.372
H 6.3680 -1.0253 -4.1159  0.363
H 4.2117 -2.0580 -4.7448  0.390
H 2.2598 -1.8490 -3.2597  0.333
H -0.2052 -2.7665 -0.9756  0.570
H -1.7034 -3.2087 -2.9018  0.345
H -1.9967 -1.5015 -4.6554  0.355
H -0.8322 0.6722 -4.4829  0.367
H 0.7151 1.0963 -2.5931  0.370
H 2.2771 -0.7009 2.3437  0.469
H 2.7709 -2.5192 3.9499  0.370
H 2.9038 -4.8597 3.1622  0.367
H 2.5451 -5.3820 0.7720  0.392
H 2.0719 -3.5732 -0.8287  0.418
Se -3.3640 0.3152 -1.6762  -0.307
C -4.4898 1.0601 -0.3297  0.238
C -4.3174 0.7706 1.0239  -0.258
C -5.1517 1.3314 1.9789  -0.494
C -6.1874 2.1758 1.6016  -0.461
C -6.3759 2.4566 0.2555  -0.454
C -5.5309 1.9121 -0.6999  -0.622
H -3.5245 0.0935 1.3244  0.436
H -4.9904 1.0998 3.0251  0.385
H -6.8374 2.6128 2.3493  0.359
H -7.1749 3.1193 -0.0548  0.339
H -5.6615 2.1620 -1.7448  0.349

=====

Question: Which value of energy relative to the best compared isomer or geometry (same formula, charge and spin) does entry 3 give?
Answer: 21.83 kcal per mole

=====

Question: What is the E_tot in the first record?
Answer: -57347.8016 eV

=====

Question: Look up the multiplicity of the second one.
Answer: 6